Entry 1:
DFT (the ωB97M-V functional and the def2-TZVPD basis) results for a 2-piece molecular cluster, CH2N2OS2 overall at a distorted geometry.

Geometry as XYZ:
```
8
Properties=species:S:1:pos:R:3:mulliken_charge:R:1
C 0.4101 0.2708 -0.2017 -0.05
N 3.5978 0.1729 0.1783 0.79
N 2.7857 -0.1269 0.8849 -0.26
O 4.4549 0.4680 -0.5426 -0.55
S -0.7467 -0.9728 0.0358 -0.13
S -0.0381 1.9589 -0.2986 -0.12
H 0.4594 -1.7138 0.0709 0.20
H -1.2312 2.0170 0.3977 0.12
```

Properties
Total energy = -27762.7530 eV
E_HOMO = -8.6 eV
E_LUMO = -0.22 eV
Gap between HOMO and LUMO = 0.3066 hartree
ΔE to the lowest compared entry with this formula, charge and spin = 81.5 kcal/mol
Spin multiplicity = 1

=====

Entry 2:
DFT (the ωB97M-V functional and the def2-TZVPD basis) results for C25H40N3O7PSiSr as an isolated structure at a distorted geometry.

Geometry as XYZ:
```
78
Properties=species:S:1:pos:R:3:mulliken_charge:R:1
Sr 0.5004 -0.0129 0.0654 1.11
C 0.2321 -3.3812 1.9216 -2.00
C 0.2940 -1.9639 2.4454 1.30
C -0.8838 -1.2660 2.7528 1.15
C -2.2240 -1.9604 2.6885 -2.49
C -0.8155 0.0730 3.1711 1.70
C -2.0728 0.8479 3.4839 -2.90
C 0.4311 0.6929 3.3204 0.88
C 0.5260 2.1103 3.8310 -2.19
C 1.6111 -0.0133 3.0371 1.71
C 2.9394 0.6862 3.1835 -2.77
C 1.5468 -1.3500 2.6228 0.98
C 2.8195 -2.1271 2.3874 -2.48
H 0.4098 -4.1116 2.7158 0.37
H 0.9835 -3.5553 1.1509 0.39
H -0.7346 -3.6037 1.4816 0.04
H -2.8878 -1.5921 3.4675 0.45
H -2.1283 -3.0327 2.8390 0.58
H -2.7258 -1.7851 1.7339 0.23
H -2.2681 0.8626 4.5602 0.43
H -2.9427 0.4308 2.9877 0.53
H -1.9844 1.8840 3.1590 0.53
H -0.3283 2.3726 4.4491 0.51
H 0.5768 2.8376 3.0147 0.28
H 1.4215 2.2477 4.4331 0.46
H 3.2215 0.7867 4.2359 0.50
H 2.9014 1.6884 2.7582 0.44
H 3.7347 0.1588 2.6695 0.45
H 2.6518 -3.1998 2.4249 0.48
H 3.5595 -1.8928 3.1510 0.48
H 3.2595 -1.8812 1.4170 0.25
O -4.1652 6.5244 -2.2175 -0.63
N -4.4085 5.5811 -1.4904 1.02
O -5.4536 5.4236 -0.8886 -0.63
C -3.4401 4.4903 -1.4596 -0.69
C -3.7049 3.3769 -0.6997 -0.20
C -2.7721 2.3547 -0.6603 -0.23
C -1.5516 2.3592 -1.4193 0.31
O -0.7684 1.3866 -1.5277 -0.39
C -1.3489 3.5930 -2.1303 -0.28
C -2.2549 4.6093 -2.1869 -0.61
N -0.0804 3.7701 -2.8435 1.01
O 0.9349 3.4798 -2.2469 -0.53
O -0.1282 4.2449 -3.9613 -0.60
N -3.0772 1.2241 0.1827 0.43
O -2.1491 0.5112 0.5680 0.17
O -4.2304 1.0064 0.4915 -0.61
H -4.6199 3.3026 -0.1315 0.66
H -2.0567 5.4934 -2.7756 0.60
C -1.2667 -4.0233 -1.4035 -1.49
P -1.1185 -2.2168 -1.6779 1.41
C -2.8811 -1.7258 -1.7123 -1.36
C -0.7306 -2.1967 -3.4645 -1.51
H -1.8824 -4.4702 -2.1867 0.46
H -1.7278 -4.2298 -0.4382 0.36
H -0.2813 -4.4900 -1.4183 0.36
H -3.4510 -2.3831 -2.3721 0.53
H -2.9632 -0.7003 -2.0752 0.22
H -3.3072 -1.7626 -0.7093 0.23
H -1.4521 -2.8032 -4.0158 0.49
H 0.2737 -2.5863 -3.6329 0.36
H -0.7618 -1.1736 -3.8393 0.33
C 5.1433 -0.2637 -2.6064 -1.10
Si 3.4114 -0.4555 -1.8833 0.32
C 2.1783 0.0870 -3.2108 -0.33
C 3.1450 -2.3236 -1.6348 -0.74
C 3.0157 0.4491 -0.3483 -1.08
H 5.2774 -0.8484 -3.5207 0.29
H 5.9020 -0.5825 -1.8874 0.29
H 5.3374 0.7845 -2.8456 0.31
H 2.3961 -0.3487 -4.1891 0.39
H 2.1918 1.1754 -3.3100 0.22
H 1.1493 -0.1917 -2.9578 -0.30
H 3.3257 -2.8855 -2.5551 0.38
H 2.1188 -2.5519 -1.3147 -0.06
H 3.8197 -2.7218 -0.8715 0.37
H 3.0684 1.5312 -0.5408 0.45
H 3.7202 0.2260 0.4595 -0.02
```

Properties
Total energy = -63374.3751 eV
E_HOMO = -7.2 eV
E_LUMO = -1.05 eV
Gap between HOMO and LUMO = 0.2263 hartree
ΔE to the lowest compared entry with this formula, charge and spin = 0.1 kcal/mol
Spin multiplicity = 1

=====

Entry 3:
DFT (the ωB97M-V functional and the def2-TZVPD basis) results for a 2-piece molecular cluster, C3H12NO2 overall at a distorted geometry.

Geometry as XYZ:
```
18
Properties=species:S:1:pos:R:3:mulliken_charge:R:1
C -0.5371 -0.3915 -0.9393 -0.45
C -0.6706 0.1717 0.4672 -0.71
C -1.4574 1.4604 0.6209 -0.62
O -1.4086 1.8253 1.9944 -0.51
N 0.3910 -1.5818 -0.8478 -0.18
H -1.5147 -0.7922 -1.1932 0.38
H -0.0866 0.3832 -1.5462 0.33
H 0.3349 0.3451 0.8970 0.35
H -1.0086 -0.4712 1.2907 0.45
H -2.5009 1.2931 0.3480 0.35
H -1.0416 2.2770 0.0250 0.32
H -2.0980 2.5190 2.0818 0.33
H 0.1141 -2.1375 -0.0374 0.37
H 0.2888 -2.1523 -1.6754 0.39
H 1.3695 -1.3056 -0.7139 0.25
H 3.3912 -1.2249 -0.1745 0.31
H 3.5734 0.2183 -0.3425 0.32
O 2.8613 -0.4361 -0.2549 -0.68
```

Properties
Total energy = -8883.9625 eV
Net charge = +1
E_HOMO = -13.7 eV
E_LUMO = -3.41 eV
Gap between HOMO and LUMO = 0.3784 hartree
ΔE to the lowest compared entry with this formula, charge and spin = 21.0 kcal/mol
Spin multiplicity = 1

=====

Entry 4:
DFT (the ωB97M-V functional and the def2-TZVPD basis) results for an isolated ion of composition C21H32BClF6NO7 and charge +1 at a distorted geometry.

Geometry as XYZ:
```
69
Properties=species:S:1:pos:R:3:mulliken_charge:R:1
C 4.2976 -0.4314 2.0207 -0.89
C 3.4365 -0.1348 0.9915 -0.62
C 1.9978 0.1279 1.3328 -1.41
C 0.9285 -0.4545 0.3625 1.66
C 1.2250 -1.9569 0.3701 -1.11
C 0.1328 -2.8991 -0.1030 -0.21
O -0.7985 -3.2379 0.5679 -0.41
F 0.3459 -3.3847 -1.3338 -0.21
O -0.2931 -0.3682 1.1771 -0.48
C -1.1100 0.7159 0.8477 0.94
C -2.5086 0.2384 1.4126 -2.87
O -2.3943 -1.0003 2.0361 -0.03
C -3.3226 -1.1451 3.0971 -0.73
C -4.8015 -1.2691 2.6769 -0.09
C -5.7515 -0.4150 3.5623 -1.26
C -0.8447 2.0186 1.6178 0.20
F 0.2582 2.7041 1.2194 -0.30
F -1.8435 2.9009 1.4705 -0.34
C -0.6329 1.8274 3.1915 1.01
F 0.4326 2.5100 3.5973 -0.27
F -0.5131 0.5662 3.5872 -0.18
F -1.6926 2.3530 3.8202 -0.26
N -0.8714 0.6961 -0.6659 0.83
O -1.0691 2.1072 -0.9454 -0.65
C -1.9691 0.1449 -1.5511 -0.88
C -2.3282 -1.3489 -1.5654 0.25
O -1.8525 -2.0618 -2.4232 -0.39
Cl -3.5613 -2.0677 -0.5413 -0.05
C 0.5732 0.3311 -0.9583 0.90
C 1.5663 1.5048 -1.1145 -1.45
C 1.4285 2.4196 -2.3629 -0.98
C 2.7079 2.5438 -3.2166 -1.37
B 0.9646 -0.5154 -2.2819 1.09
O 0.3205 -0.4782 -3.4915 -0.82
O 2.0719 -1.3061 -2.2555 -0.55
C 3.1440 -0.9689 -3.1332 0.03
C 3.9619 -2.2310 -3.4011 -1.54
H 5.0790 0.2390 2.3572 0.29
H 4.1584 -1.3605 2.5667 0.28
H 3.8227 -0.1114 -0.0249 0.24
H 1.8516 -0.3148 2.3181 1.13
H 1.9250 1.2013 1.4773 0.16
H 1.4131 -2.2341 1.4002 0.83
H 2.1386 -2.2181 -0.1506 0.56
H -2.8644 0.9117 2.1954 0.93
H -3.3254 0.2413 0.6875 0.76
H -3.0446 -2.0714 3.5867 0.41
H -3.2278 -0.3630 3.8577 0.44
H -4.9544 -0.9512 1.6525 0.11
H -5.0939 -2.3053 2.7926 0.43
H -6.0918 0.4360 2.9810 0.33
H -5.2874 -0.0947 4.4870 0.31
H -6.6396 -1.0073 3.7480 0.36
H -0.9552 2.2716 -1.8933 0.47
H -2.8525 0.7139 -1.2851 1.06
H -1.8128 0.4175 -2.5842 0.77
H 1.6732 2.1437 -0.2503 0.56
H 2.5287 1.0137 -1.2123 0.10
H 1.2640 3.4275 -1.9909 0.62
H 0.5716 2.2205 -3.0121 0.31
H 2.6071 1.9892 -4.1429 0.29
H 3.5874 2.2327 -2.6660 0.29
H 2.8348 3.5792 -3.5117 0.40
H -0.0395 0.3792 -3.7274 0.45
H 3.8308 -0.2557 -2.6772 0.15
H 2.8365 -0.5780 -4.0991 0.33
H 4.6157 -2.4782 -2.5744 0.30
H 3.2716 -3.0398 -3.6158 0.36
H 4.5444 -2.0700 -4.3046 0.45
```

Properties
Total energy = -67610.4701 eV
SMILES = C=CC[C@@]1(CC(=O)F)O[C@@](COCCC)(C(F)(F)C(F)(F)F)[N@+](O)(CC(=O)Cl)[C@]1(CCC)B(O)OCC
Net charge = +1
E_HOMO = -10.9 eV
E_LUMO = -3.32 eV
Gap between HOMO and LUMO = 0.2775 hartree
ΔE to the lowest compared entry with this formula, charge and spin = 0.0 kcal/mol
Spin multiplicity = 1

=====

Entry 5:
DFT (the ωB97M-V functional and the def2-TZVPD basis) results for C17H19BN6O3Ti as an isolated structure at a distorted geometry.

Geometry as XYZ:
```
47
Properties=species:S:1:pos:R:3:mulliken_charge:R:1
H 2.9806 -1.6016 2.2624 0.49
N 0.9549 -1.8555 1.5941 -0.03
B -1.1888 -2.9435 0.5645 0.21
N 0.2545 -2.9526 1.1550 -0.05
C 0.9384 -4.0630 1.4753 -0.03
Ti 0.4459 -0.1887 2.3823 1.05
H 0.4923 -5.0384 1.3117 0.44
C 2.1815 -3.6903 1.9628 -1.02
H 3.0029 -4.3593 2.1681 0.38
C 2.1961 -2.3082 2.0301 -0.17
H -1.6710 -4.0183 0.8978 -0.19
C -1.2211 2.2618 -3.1112 -1.04
H -1.4025 3.1308 -2.4872 0.25
H -0.6410 1.5558 -2.5248 0.17
H -2.1797 1.8019 -3.3293 0.28
N -1.4775 -2.9978 -1.0447 0.40
N -1.8873 -1.8852 1.4466 -0.05
N -1.2464 -1.9868 -1.9687 -0.71
N -1.3248 -0.7129 1.8700 0.06
C -1.9963 -4.0842 -1.7138 -0.33
C -3.1025 -2.0258 2.0000 -0.05
H -2.3094 -5.0107 -1.2257 0.38
H -3.6521 -2.9466 1.8630 0.45
C -2.0371 -3.7823 -3.0802 -0.74
C -3.4065 -0.8524 2.6891 -0.99
C -1.5383 -2.4748 -3.1813 -0.12
C -2.2876 -0.0308 2.6022 -0.22
H -2.3650 -4.3968 -3.9017 0.37
H -4.3509 -0.6223 3.1447 0.39
H -1.3943 -1.9225 -4.1121 0.39
H -2.1217 0.9959 2.8750 0.51
H -0.7353 2.5261 -3.9793 0.35
O 3.5274 1.8656 0.1233 -0.63
C 2.9794 3.0919 -0.0343 0.26
C 3.7531 4.1034 -0.6129 -0.63
C 3.1483 5.3330 -0.8621 -0.31
C 1.8030 5.5780 -0.5385 -0.63
C 1.0272 4.5847 0.0384 -0.48
C 1.6202 3.3558 0.2917 0.27
C 0.7173 2.3098 0.8054 0.91
O -0.5023 2.4156 0.6742 -0.58
O 1.2843 1.2708 1.4380 -0.98
H 2.8871 1.3476 0.6725 0.40
H 4.7944 3.8881 -0.8674 0.41
H 3.7530 6.1248 -1.3014 0.36
H 1.3289 6.5299 -0.7445 0.39
H -0.0309 4.6800 0.2829 0.45
```

Properties
Total energy = -56812.7244 eV
E_HOMO (alpha / beta) = -7.2 / -8.4 eV
E_LUMO (alpha / beta) = -0.18 / -0.49 eV
Gap between HOMO and LUMO (alpha / beta) = 0.2596 / 0.2896 hartree
ΔE to the lowest compared entry with this formula, charge and spin = 35.2 kcal/mol
Spin multiplicity = 3

=====

Entry 6:
DFT (the ωB97M-V functional and the def2-TZVPD basis) results for a 2-piece molecular cluster, C3H8N2O2S overall at a distorted geometry.

Geometry as XYZ:
```
16
Properties=species:S:1:pos:R:3:mulliken_charge:R:1
C 0.4700 0.8439 0.3198 -0.24
C -2.8085 0.0880 0.7431 -0.39
C 2.7008 -0.1667 -0.5516 -0.96
N -1.9868 -0.8445 0.4932 -0.13
N 1.3904 -0.0560 0.0897 0.26
O -2.0580 -1.5826 -0.6506 -0.35
O 1.1935 -1.2272 0.8873 -0.43
S 0.6778 2.2122 -0.5291 -0.20
H -0.3299 2.8521 -0.0329 0.12
H -3.3205 0.7175 -0.0003 0.28
H -2.8129 0.4075 1.7991 0.26
H 3.1782 -1.1058 -0.2521 0.33
H 2.6210 -0.1884 -1.6117 0.35
H 3.4692 0.5345 -0.2834 0.35
H -2.6567 -1.3471 -1.3941 0.31
H 0.2726 -1.1375 0.9736 0.44
```

Properties
Total energy = -21144.7828 eV
E_HOMO = -8.4 eV
E_LUMO = 0.67 eV
Gap between HOMO and LUMO = 0.3345 hartree
ΔE to the lowest compared entry with this formula, charge and spin = 139.8 kcal/mol
Spin multiplicity = 1

=====

Entry 7:
DFT (the ωB97M-V functional and the def2-TZVPD basis) results for one molecule with the formula C5H6 at a distorted geometry.

Geometry as XYZ:
```
11
Properties=species:S:1:pos:R:3:mulliken_charge:R:1
C 1.3081 0.0830 -0.3209 0.32
C 2.2703 -0.3446 -1.0307 -0.28
C 0.5116 1.1139 0.3334 -0.62
C 0.1799 -0.2358 0.6056 -0.19
C -1.3004 -0.7782 -0.3399 -0.84
H 1.0472 1.7391 0.9048 0.31
H -0.2779 1.6360 -0.2830 0.10
H 0.4595 -0.6346 1.5427 0.35
H -1.6901 0.2230 -0.7225 0.29
H -1.7008 -1.3842 0.4452 0.30
H -0.8074 -1.4178 -1.1347 0.26
```

Properties
Total energy = -5275.8118 eV
E_HOMO = -9.7 eV
E_LUMO = 0.10 eV
Gap between HOMO and LUMO = 0.3602 hartree
ΔE to the lowest compared entry with this formula, charge and spin = 124.2 kcal/mol
Spin multiplicity = 1